(1)
C50H78BF17N2O9 | ωB97M-V/def2-TZVPD

Summary:
SMILES = C#Cc1c(CCCF)c(CCC(F)(F)F)c2nc(CCC(F)(F)C(F)(F)C(F)(F)C(F)(F)C(F)(F)C(F)(F)F)c(CCCC(=O)OCC)nc2c1B(O)O.CCOCC.CCOCC.CCOCC.CCOCC.CCOCC
M = 1184.957 g/mol
lowest unoccupied orbital energy = -1.53 eV
E_HOMO = -0.3054 Ha

XYZ file:
```
157
Properties=species:S:1:pos:R:3:forces:R:3:lowdin_charge:R:1
C -1.978887 -7.666458 3.779480 2.242 9.138 -2.977 0.08
C -1.778185 -6.304854 3.398973 0.020 -8.229 0.804 -0.05
C -1.267239 -4.942363 2.574436 2.095 2.220 -1.134 -0.06
C -2.317403 -3.949645 1.757968 2.403 1.458 -0.166 -0.05
C -3.914057 -4.398512 1.821053 0.585 -0.257 -1.251 -0.16
C -4.067413 -5.631001 0.707056 0.254 0.072 -0.974 -0.17
C -4.419175 -5.027947 -0.811055 0.271 -1.019 -0.017 -0.13
F -3.159266 -4.566365 -1.504398 -2.792 -0.762 1.723 -0.15
C -1.759625 -2.642706 0.940713 0.337 -2.574 1.383 -0.02
C -2.844766 -1.662548 0.133604 1.098 -0.081 0.963 -0.12
C -3.138467 -0.404813 1.190969 -0.432 0.286 -0.048 -0.06
C -4.682900 -0.424723 1.790030 1.360 0.916 0.318 -0.23
F -4.972893 0.936468 2.365440 0.338 -4.498 -1.584 -0.02
F -5.691644 -0.685751 0.730068 2.813 0.547 3.876 0.00
F -4.684040 -1.420919 2.895056 -1.089 3.026 -3.402 0.00
C -0.139641 -2.231612 0.883469 -1.257 -1.077 0.344 -0.08
N 0.208251 -1.016897 0.073115 5.540 -3.879 3.314 0.11
C 1.703672 -0.847067 0.104512 -0.931 -0.688 0.805 -0.10
C 2.295634 0.434002 -0.793042 -1.829 -0.768 -1.150 -0.14
C 1.811465 1.900838 -0.209685 1.395 -0.071 1.504 -0.07
C 2.113791 3.124532 -1.256417 1.775 -0.841 -0.831 -0.19
F 2.922739 4.234387 -0.681337 -2.661 -3.318 -1.647 0.01
F 2.958769 2.534754 -2.355236 -2.320 2.094 2.863 -0.02
C 0.793433 3.759950 -1.991953 1.479 1.570 -3.222 -0.08
F 0.280229 2.854449 -3.087348 1.386 2.797 4.077 0.03
F 1.292227 4.979789 -2.732358 -1.634 -3.817 2.273 0.01
C -0.378486 4.298686 -0.982171 -0.209 2.939 0.537 -0.07
F -0.754109 5.685428 -1.451190 0.913 -4.562 1.649 0.03
F 0.129743 4.510310 0.424902 -1.600 -1.110 -4.611 0.03
C -1.767393 3.431763 -0.989565 -1.090 -2.163 -1.563 -0.08
F -1.550991 1.937209 -0.986981 -0.254 4.875 0.093 0.01
F -2.473049 3.713669 -2.287874 2.284 -0.766 4.590 0.04
C -2.751152 3.715299 0.319330 -1.754 -2.605 0.332 -0.07
F -4.000287 2.910758 0.044163 4.013 2.744 0.827 0.03
F -2.192900 3.131903 1.584901 -1.672 2.431 -4.450 0.04
C -3.244026 5.271071 0.460511 -2.084 3.126 2.050 -0.14
F -4.393715 5.256771 1.439436 3.993 0.024 -3.411 0.03
F -3.766797 5.883817 -0.781790 2.175 -2.458 4.358 0.06
F -2.226557 6.186080 1.064505 -3.455 -3.445 -2.418 0.04
C 2.778208 -1.769577 0.906954 -2.452 -1.243 0.653 -0.10
C 4.421289 -1.467272 0.856834 -0.637 -1.136 0.766 -0.14
C 5.136879 -2.537879 -0.168886 -0.403 -1.545 0.169 -0.19
C 4.548583 -2.517738 -1.700449 0.731 0.515 -1.095 -0.10
C 4.796407 -3.943874 -2.525100 -4.860 -3.758 0.645 -0.23
O 3.835609 -4.892420 -2.353324 6.701 5.967 -1.325 -0.03
O 5.963083 -4.150698 -3.428075 -2.787 -0.520 3.586 -0.12
C 6.836127 -5.075293 -2.665108 1.307 -0.435 0.589 -0.22
C 7.957132 -4.125213 -1.907354 -0.433 -0.654 -0.496 -0.09
N 2.364134 -2.964241 1.721906 -3.401 4.003 -3.497 0.12
C 0.883695 -3.206788 1.683538 -0.403 0.246 -0.264 -0.07
C 0.322011 -4.540123 2.511027 -3.476 0.848 -0.827 0.05
B 1.433605 -5.503716 3.257089 1.859 -1.396 0.235 -0.44
O 1.839767 -5.421506 4.679450 -2.099 1.077 -2.638 0.04
O 2.119191 -6.526705 2.394097 0.166 2.908 2.538 0.03
H -1.915098 -8.825273 4.055540 -0.398 3.413 -0.574 0.07
H -4.646280 -3.534480 1.445271 1.814 -1.809 1.127 0.10
H -4.238448 -4.764360 2.903962 0.969 0.885 -2.362 0.12
H -4.887743 -6.421664 1.015670 1.451 1.816 -0.648 0.12
H -3.065371 -6.243957 0.567527 -1.994 1.372 0.484 0.12
H -4.853838 -5.883196 -1.506009 1.049 1.786 1.484 0.12
H -5.211958 -4.166197 -0.769132 1.838 -1.341 -0.151 0.11
H -2.345022 -1.223440 -0.851851 -1.130 -1.146 2.239 0.12
H -3.816777 -2.261857 -0.144533 2.111 1.296 0.583 0.09
H -2.352587 -0.450088 2.087960 -2.136 0.017 -1.809 0.15
H -2.990168 0.642315 0.689196 -0.512 -2.139 0.800 0.09
H 1.754488 0.320614 -1.851073 1.217 0.123 2.268 0.13
H 3.441189 0.352272 -1.011646 -2.319 0.275 0.779 0.11
H 0.709397 1.868574 0.208629 2.175 0.103 -1.264 0.12
H 2.500175 2.103716 0.744308 -1.543 -0.138 -2.078 0.15
H 4.675679 -0.344143 0.650107 -0.654 -2.229 0.257 0.11
H 4.814668 -1.753900 1.947071 -0.885 0.721 -2.371 0.12
H 6.320462 -2.474351 -0.172367 -2.603 0.222 0.049 0.11
H 4.887836 -3.622687 0.262868 0.458 2.390 -0.805 0.13
H 3.383431 -2.319463 -1.769369 2.490 -0.629 0.373 0.12
H 5.103677 -1.639130 -2.266949 -1.167 -1.841 0.929 0.13
H 7.301351 -5.840383 -3.432455 -0.853 1.772 1.515 0.14
H 6.265131 -5.715139 -1.862113 0.796 1.389 -1.768 0.13
H 7.550795 -3.013020 -1.894859 0.971 -2.417 -0.069 0.08
H 8.940051 -4.194749 -2.545860 -1.774 0.356 1.589 0.08
H 8.085061 -4.525571 -0.810856 0.111 0.893 -2.167 0.08
H 1.291150 -4.738861 5.178786 1.019 -1.276 -1.150 0.12
H 3.102407 -6.564823 2.617224 -2.017 -0.106 -0.134 0.11
C -6.264701 8.140709 1.525145 0.003 0.027 0.143 -0.08
C -6.901048 8.562245 0.210442 0.035 0.094 0.138 -0.28
O -6.998973 9.975964 0.054857 -0.100 0.068 -0.054 -0.17
C -5.772613 10.702771 0.073778 -0.060 -0.062 -0.063 -0.27
C -4.808191 10.289690 -1.025052 0.014 -0.106 -0.126 -0.08
H -6.828755 8.549617 2.372236 0.061 -0.094 -0.167 0.09
H -6.246680 7.048757 1.607729 -0.039 0.186 -0.022 0.07
H -5.237217 8.498793 1.614223 0.016 -0.092 -0.037 0.07
H -7.922660 8.171119 0.174035 0.050 0.276 -0.061 0.12
H -6.373237 8.123876 -0.641654 0.106 -0.036 -0.002 0.10
H -5.304217 10.626239 1.060581 0.065 -0.060 -0.024 0.10
H -6.031254 11.759454 -0.062695 -0.192 -0.255 0.043 0.12
H -4.508596 9.242922 -0.934773 0.064 0.073 0.050 0.06
H -3.902719 10.902734 -0.987029 -0.111 -0.050 -0.002 0.08
H -5.273795 10.412869 -2.008920 0.051 0.032 0.127 0.07
C 5.026004 -4.669698 6.098165 -0.206 0.082 0.024 -0.07
C 6.036391 -4.154480 5.085870 -0.137 0.006 0.097 -0.27
O 5.762446 -2.830397 4.634030 -0.011 0.114 -0.154 -0.18
C 5.746734 -1.810616 5.630206 0.060 -0.093 -0.052 -0.28
C 7.065841 -1.668365 6.370405 0.159 -0.059 0.005 -0.08
H 4.013947 -4.644298 5.676239 0.232 -0.092 0.035 0.06
H 5.263187 -5.700076 6.383769 -0.038 0.135 -0.075 0.08
H 5.015463 -4.065690 7.007532 0.098 -0.068 0.035 0.07
H 6.007712 -4.799726 4.202224 -0.009 0.290 -0.040 0.12
H 7.055385 -4.216420 5.479106 0.023 0.013 0.071 0.10
H 4.918236 -1.976672 6.326660 0.051 -0.033 0.065 0.11
H 5.529281 -0.868842 5.112641 -0.003 -0.285 -0.112 0.12
H 7.331023 -2.578649 6.913259 -0.067 0.088 0.043 0.07
H 7.009728 -0.849837 7.094292 -0.007 -0.076 -0.093 0.08
H 7.878721 -1.458774 5.666663 -0.128 0.011 0.083 0.08
C -6.465177 -1.952321 -3.905700 -0.024 -0.131 -0.080 -0.08
C -5.465478 -1.207974 -3.035285 0.085 -0.128 -0.129 -0.28
O -4.113766 -1.601290 -3.260173 0.037 0.012 0.122 -0.18
C -3.607980 -1.408510 -4.579105 0.010 0.038 0.072 -0.27
C -3.636739 0.041545 -5.031526 -0.053 0.150 0.058 -0.08
H -6.382183 -3.034085 -3.745007 -0.024 0.186 0.013 0.08
H -7.486956 -1.637883 -3.667787 0.149 -0.046 0.001 0.08
H -6.298180 -1.766744 -4.968506 -0.062 0.057 0.039 0.07
H -5.684828 -1.425146 -1.985181 0.255 -0.005 -0.063 0.10
H -5.568777 -0.125318 -3.153629 -0.052 0.038 -0.067 0.11
H -4.140805 -2.053857 -5.285262 -0.047 0.062 -0.030 0.11
H -2.567758 -1.754872 -4.570671 -0.239 -0.033 0.236 0.12
H -4.653598 0.439560 -5.066330 0.045 -0.041 -0.091 0.07
H -3.204317 0.136717 -6.032076 -0.029 -0.026 0.118 0.08
H -3.063360 0.669244 -4.340739 -0.028 -0.095 -0.096 0.08
C 10.704282 -7.875808 2.847820 0.030 0.059 0.149 -0.08
C 10.067936 -7.454272 1.533117 0.038 0.075 0.113 -0.28
O 9.970011 -6.040552 1.377532 -0.118 0.069 -0.033 -0.18
C 11.196371 -5.313745 1.396452 -0.042 -0.052 -0.065 -0.28
C 12.160793 -5.726827 0.297622 0.011 -0.107 -0.129 -0.08
H 10.140229 -7.466899 3.694910 0.060 -0.104 -0.162 0.08
H 10.722304 -8.967760 2.930404 -0.036 0.158 -0.021 0.08
H 11.731767 -7.517723 2.936898 -0.001 -0.091 -0.038 0.06
H 9.046323 -7.845397 1.496710 0.055 0.277 -0.062 0.12
H 10.595746 -7.892640 0.681021 0.090 -0.022 0.017 0.10
H 11.664766 -5.390278 2.383256 0.061 -0.058 -0.025 0.10
H 10.937729 -4.257063 1.259979 -0.192 -0.254 0.044 0.12
H 12.460387 -6.773595 0.387902 0.060 0.088 0.048 0.07
H 13.066264 -5.113782 0.335645 -0.114 -0.050 0.001 0.08
H 11.695188 -5.603648 -0.686245 0.058 0.031 0.137 0.08
C -8.579022 10.923518 -3.624204 0.031 0.140 -0.070 -0.08
C -9.397390 9.642940 -3.585902 0.073 0.081 -0.094 -0.27
O -9.555812 9.032190 -4.864295 -0.068 -0.048 -0.092 -0.16
C -8.359330 8.637195 -5.531360 -0.102 -0.011 0.099 -0.28
C -7.539136 7.623465 -4.751740 0.008 -0.098 0.143 -0.08
H -9.036177 11.650017 -4.306943 0.038 -0.129 0.134 0.08
H -8.518761 11.368074 -2.625083 -0.028 -0.102 -0.123 0.08
H -7.559569 10.745778 -3.972066 0.012 -0.010 0.092 0.06
H -10.403030 9.880118 -3.224750 0.044 -0.160 -0.241 0.12
H -8.975962 8.926678 -2.874434 0.102 0.027 0.032 0.10
H -7.761113 9.518334 -5.785845 0.070 -0.009 0.066 0.10
H -8.664145 8.187044 -6.483489 -0.174 0.152 0.224 0.12
H -7.200218 8.021698 -3.792482 0.062 0.021 -0.079 0.06
H -6.654701 7.328318 -5.324288 -0.103 0.030 0.039 0.08
H -8.135535 6.728870 -4.542066 0.075 0.113 -0.073 0.08
```
Forces are in eV/Å.

=====

(2)
C6H14Si | ωB97M-V/def2-TZVPD

Summary:
M = 114.264 g/mol
lowest unoccupied orbital energy = 0.97 eV
E_HOMO = -0.3380 Ha

XYZ file:
```
21
Properties=species:S:1:pos:R:3:forces:R:3:lowdin_charge:R:1
C 0.381661 -1.602066 1.703161 0.269 0.444 0.435 -0.14
C -1.233050 -1.244805 -0.254998 -0.012 -0.364 1.100 -0.26
C 2.053359 0.796116 -0.598102 0.171 0.742 0.029 -0.17
C -0.744308 2.342204 -0.293136 0.002 -0.827 0.113 -0.18
C -0.686554 -0.471137 -1.455394 0.352 0.009 -0.236 -0.25
C -0.461867 -0.587480 0.971771 -0.782 0.660 -0.414 -0.38
Si 0.199600 0.711774 -0.290416 -0.296 -0.592 -0.862 0.60
H 1.032383 -1.098775 2.407049 0.472 0.097 0.141 0.06
H 0.989641 -2.188777 1.017169 0.076 -0.082 -0.005 0.07
H -0.205754 -2.271746 2.330397 -0.253 -0.218 -0.244 0.07
H -0.962295 -2.313340 -0.295140 -0.277 0.305 0.019 0.10
H -2.323551 -1.173339 -0.147244 0.250 -0.033 -0.068 0.10
H 2.326267 0.280606 -1.520278 -0.133 -0.004 -0.011 0.03
H 2.517724 1.798369 -0.631920 -0.371 -0.321 0.004 0.03
H 2.533976 0.272655 0.213345 0.329 -0.293 0.341 0.01
H -0.432839 2.827540 0.603482 0.150 0.911 0.702 0.01
H -0.565255 2.983919 -1.159927 -0.028 -0.182 0.124 0.03
H -1.813940 2.115997 -0.173514 0.243 0.119 -0.218 0.04
H -1.483085 -0.056458 -2.054786 0.001 0.092 -0.515 0.06
H 0.004965 -1.077540 -2.048431 -0.288 0.079 -0.173 0.07
H -1.127078 -0.043715 1.676911 0.124 -0.546 -0.263 0.10
```
Forces are in eV/Å.